Entry A
C5H5NO | ωB97M-V/def2-TZVPD

Properties
SMILES string: C#C[C@@H](O)CC#N
HOMO: -10.67 eV
spin multiplicity: 1
orbital gap: 11.33 eV

CARTESIAN COORDINATES (ANGSTROEM)
1 O -0.586 0.657 -1.772
2 C -0.561 0.001 -0.518
3 C 0.672 -0.913 -0.568
4 C 0.982 -1.529 0.724
5 N 1.247 -2.007 1.744
6 C -0.499 0.932 0.620
7 C -0.454 1.660 1.578
8 H -0.957 1.538 -1.647
9 H -1.462 -0.619 -0.390
10 H 0.504 -1.696 -1.314
11 H 1.533 -0.319 -0.894
12 H -0.419 2.295 2.438

---

Entry B
C5H5NO | ωB97M-V/def2-TZVPD

Properties
SMILES string: N#C[C@@H]1C[C@@H]1C=O
HOMO: -10.04 eV
spin multiplicity: 1
orbital gap: 10.39 eV

CARTESIAN COORDINATES (ANGSTROEM)
1 O -2.144 -0.850 1.455
2 C -1.094 -0.793 0.860
3 C -0.473 0.475 0.484
4 C 0.980 0.706 0.451
5 C 0.382 0.529 -0.899
6 C 0.691 -0.657 -1.655
7 N 0.913 -1.603 -2.286
8 H -0.536 -1.689 0.523
9 H -1.078 1.374 0.654
10 H 1.528 -0.173 0.787
11 H 1.363 1.651 0.809
12 H -0.532 1.028 -1.182

---

It is entry A that is the most stable of them.

---

Entry A
C12H14N2 | ωB97M-V/def2-TZVPD

Properties
HOMO: -6.89 eV
spin multiplicity: 1
orbital gap: 7.72 eV

CARTESIAN COORDINATES (ANGSTROEM)
1 C -1.368 0.523 -3.179
2 C -1.151 -0.862 -3.073
3 C -0.997 1.537 -2.240
4 C -0.101 -2.461 -1.170
5 C 0.328 -2.014 0.079
6 C -0.509 -1.295 -1.892
7 C -0.185 -0.251 -1.045
8 C -0.476 1.097 -1.047
9 C 0.209 0.368 1.015
10 C -1.576 -0.118 1.938
11 C 2.562 0.881 1.824
12 C 1.174 0.491 2.233
13 N 0.315 -0.689 0.118
14 N -0.036 1.508 0.203
15 H -1.639 0.920 -4.072
16 H -1.393 -1.520 -3.816
17 H -0.986 2.509 -2.562
18 H 0.039 -3.372 -1.633
19 H 0.909 -2.554 0.694
20 H -1.366 0.381 2.806
21 H -1.492 -1.253 2.063
22 H -2.346 0.087 1.240
23 H 3.141 1.266 2.722
24 H 2.507 1.777 1.153
25 H 2.987 0.002 1.271
26 H 0.649 1.164 2.922
27 H 0.984 -0.421 2.720
28 H -0.184 2.298 0.726

---

Entry B
C12H14N2 | ωB97M-V/def2-TZVPD

Properties
HOMO (alpha / beta): -6.04 / -6.09 eV
spin multiplicity: 1
orbital gap (alpha / beta): 4.83 / 4.24 eV

CARTESIAN COORDINATES (ANGSTROEM)
1 C 0.461 1.367 0.246
2 C -0.458 0.280 0.129
3 C 0.141 -0.935 0.049
4 C 1.374 -1.289 -0.080
5 C 1.818 1.113 0.146
6 C 2.328 -0.223 0.018
7 C -2.928 -0.774 0.599
8 C -4.169 -0.091 -0.009
9 C -2.641 1.701 0.794
10 C -1.892 0.390 0.320
11 C -3.196 0.985 -0.355
12 C 1.959 -2.557 -0.557
13 N 2.718 2.226 0.282
14 N 3.753 -0.431 0.020
15 H 0.093 2.390 0.169
16 H -3.083 -0.964 1.599
17 H -2.506 -1.639 -0.006
18 H -4.419 -0.569 -1.011
19 H -4.899 0.128 0.676
20 H -3.051 1.616 1.756
21 H -2.074 2.579 0.731
22 H 2.419 -3.128 0.204
23 H 1.178 -3.119 -1.012
24 H 2.623 -2.296 -1.290
25 H 2.528 2.940 0.924
26 H 3.694 1.920 0.324
27 H 4.122 -1.303 0.339
28 H 4.081 0.205 0.838

---

It is entry A that is the most stable of them.

---

Entry A
C3HN3O | ωB97M-V/def2-TZVPD

Properties
HOMO: -9.52 eV
spin multiplicity: 1
orbital gap: 8.85 eV

CARTESIAN COORDINATES (ANGSTROEM)
1 N 1.559 -0.304 0.401
2 C 2.236 -0.453 -0.572
3 C 0.147 -0.169 0.182
4 C -0.493 1.086 -0.138
5 O -1.694 1.199 -0.255
6 N -1.362 -2.062 0.351
7 N -0.607 -1.224 0.287
8 H 0.213 1.927 -0.255

---

Entry B
C3HN3O | ωB97M-V/def2-TZVPD

Properties
HOMO (alpha / beta): -10.02 / -11.08 eV
spin multiplicity: 1
orbital gap (alpha / beta): 8.49 / 8.66 eV

CARTESIAN COORDINATES (ANGSTROEM)
1 C -1.155 1.147 0.006
2 C -1.062 -1.303 -0.009
3 C -0.427 -0.051 -0.003
4 N -1.742 2.133 -0.001
5 N -1.618 -2.307 0.007
6 N 2.173 0.629 0.004
7 O 0.968 -0.120 -0.003
8 H 2.863 -0.127 0.000

---

It is entry A that is the most stable of them.

---

Entry A
CH2FNO2S | ωB97M-V/def2-TZVPD

Properties
SMILES string: O=S(=O)=NCF
HOMO: -11.44 eV
spin multiplicity: 1
orbital gap: 11.16 eV

CARTESIAN COORDINATES (ANGSTROEM)
1 C 0.259 -0.246 0.132
2 N 1.522 0.653 -0.536
3 O 3.538 0.530 -2.110
4 O 2.069 -1.442 -1.919
5 F 0.831 -0.777 1.273
6 S 2.419 -0.151 -1.532
7 H -0.288 0.590 0.282
8 H -0.174 -1.046 -0.495

---

Entry B
CH2FNO2S | ωB97M-V/def2-TZVPD

Properties
HOMO: -11.60 eV
spin multiplicity: 1
orbital gap: 11.83 eV

CARTESIAN COORDINATES (ANGSTROEM)
1 C 1.780 -2.004 -0.208
2 N 2.662 -1.480 -0.711
3 O -0.009 1.906 1.034
4 O -1.883 1.522 -0.500
5 F -0.455 -0.376 0.209
6 S -0.363 1.262 -0.208
7 H 0.916 -2.481 0.221
8 H -2.648 1.651 0.163

---

It is entry B that is the most stable of them.